Below is a cluster of 11 separate species, C5H31NO10 in total, with properties calculated with wB97M-V/def2-TZVPD.

Calculated values
structure (SMILES)	C=CCCNC.O.O.O.O.O.O.O.O.O.O
multiplicity	1
LUMO level	0.01269	Ha
E_tot	-27650.54304	eV

Cartesian coordinates (Å):
C  1.662419  1.954083  0.885611
N  1.238878  0.438175  0.877667
C  0.132576  0.037107  -0.003586
C  0.370532  -1.297788  -0.722450
C  -0.084316  -2.514098  0.003307
C  -0.895437  -3.432613  -0.560762
H  1.481327  2.448902  1.808727
H  1.046153  2.498654  0.190092
H  2.698895  1.937474  0.455252
H  0.993797  0.356345  1.822642
H  -0.002072  0.825755  -0.858705
H  -0.828735  0.039276  0.534242
H  1.369763  -1.301298  -1.232754
H  -0.347840  -1.269653  -1.647900
H  0.225901  -2.646173  1.027013
H  -1.183366  -3.539566  -1.528887
H  -1.233500  -4.361338  0.062166
H  -3.842166  -0.777422  0.198962
H  -3.402372  -2.158660  -0.577166
O  -3.822880  -1.767845  0.180252
H  -1.072234  1.428041  3.036795
H  -0.271728  2.577501  3.460412
O  -0.613364  2.219386  2.706339
H  3.534822  -1.324231  0.072238
H  3.293239  -0.340350  1.370895
O  3.667460  -1.130321  0.994007
H  -0.132986  -1.101414  -3.869987
H  -0.138318  0.254449  -4.515203
O  0.421616  -0.414890  -4.194449
H  -1.038028  2.861952  1.023433
H  -0.615474  4.229183  0.591594
O  -0.782594  3.353714  0.282983
H  1.901000  -1.586516  1.723072
H  1.686152  -2.804464  2.471824
O  1.501808  -1.915045  2.477511
H  -1.927032  0.983901  -1.281085
H  -3.382418  0.735824  -1.364092
O  -2.599759  0.522820  -0.826146
H  -0.011029  1.772137  -2.374692
H  -1.153028  2.646974  -1.779202
O  -0.966726  1.961935  -2.415590
H  1.311602  0.333135  -2.890490
H  2.312092  0.878972  -1.825528
O  1.597852  1.150465  -2.417794
H  0.029953  -1.117293  3.139047
H  -1.346778  -0.966566  2.443077
O  -0.783668  -0.678635  3.047294

Forces on the atoms, in the same order (eV/Å):
0.6 -2.6 -2.8
1.0 2.5 -0.7
-0.2 1.8 -1.1
-1.5 0.7 -2.6
-0.7 -1.3 -1.0
1.1 -1.7 4.8
0.5 -0.1 0.9
0.0 -0.1 -0.3
-0.6 0.6 1.0
-0.9 -0.7 1.3
0.5 -1.6 2.2
0.4 -0.3 -0.2
-0.5 -0.3 1.0
1.1 0.1 1.4
-0.3 0.0 0.0
-0.8 0.5 -2.9
0.7 1.9 -1.0
0.7 -1.7 -0.8
0.4 0.7 -0.5
-1.1 0.8 1.5
0.2 -0.2 -0.4
1.5 1.8 3.1
-1.9 -1.8 -2.3
-0.5 0.9 -0.3
-0.6 0.6 -1.1
1.5 -1.6 1.0
-0.8 -0.9 0.4
-1.2 1.4 -0.6
1.8 -0.8 0.1
-0.5 -1.2 2.1
0.1 0.9 0.3
-0.2 0.8 -2.9
1.6 1.3 -2.5
0.8 -3.3 0.3
-1.9 1.6 3.0
1.7 0.9 -1.1
0.3 -0.2 0.3
-2.5 -0.8 0.6
0.0 0.4 0.1
0.2 0.7 0.5
-0.3 -0.4 -0.8
0.2 0.5 0.0
-0.3 0.2 0.0
0.6 -0.5 -0.2
1.5 -1.5 -0.5
-3.3 -2.6 -4.2
1.3 4.2 4.9

Results of the Löwdin charge analysis, in e, for atoms 1 through 5:
1 C -0.06
2 N -0.09
3 C -0.24
4 C -0.19
5 C -0.17

---

Below is a cluster of 12 separate species, C5H31NO11 in total, with properties calculated with wB97M-V/def2-TZVPD.

Calculated values
structure (SMILES)	C=C/C=C(/C)N.O.O.O.O.O.O.O.O.O.O.O
multiplicity	1
LUMO level	0.00663	Ha
E_tot	-29700.77162	eV

Cartesian coordinates (Å):
N  0.221793  0.664166  0.086159
C  1.252190  0.765260  0.995648
C  2.544850  1.035036  0.720897
C  3.071363  1.178626  -0.640220
C  4.287483  1.671514  -0.867144
C  0.761028  0.806584  2.451312
H  -0.574785  0.114790  0.366852
H  0.484289  0.413087  -0.858094
H  3.293379  1.183666  1.485541
H  2.327388  1.008941  -1.418066
H  4.637342  1.811422  -1.883725
H  4.947642  1.775655  -0.010472
H  -0.242923  1.207342  2.556071
H  1.486087  1.358345  3.050173
H  0.683911  -0.260222  2.653636
H  -0.533478  -3.765777  -1.170676
H  -0.357792  -4.773115  0.008251
O  -0.902130  -4.054500  -0.323879
H  -2.310442  1.793265  -0.723558
H  -3.371013  1.998182  -1.656269
O  -2.458446  2.296910  -1.535244
H  -2.468668  0.190819  -2.670830
H  -0.942746  0.359877  -2.857035
O  -1.700365  -0.161160  -3.131445
H  -0.768782  -2.393463  0.553866
H  0.031232  -2.254610  1.913536
O  -0.713452  -1.913562  1.399691
H  -4.398011  -0.487701  -0.617084
H  -3.677635  0.196103  0.551156
O  -4.025208  0.358833  -0.352903
H  2.946926  -0.997731  0.951929
H  4.115856  -1.763685  1.586683
O  3.365377  -1.876561  0.992421
H  -0.504604  2.597909  0.874295
H  -0.841512  3.786299  0.048128
O  -0.903118  3.476250  0.960334
H  -3.278146  -0.437982  2.773024
H  -2.026510  -0.921787  2.073704
O  -2.711375  -0.219006  2.022933
H  1.634814  -4.142112  2.102895
H  2.258300  -2.722840  2.028928
O  1.531786  -3.246091  2.433465
H  -1.078416  -3.691569  -4.087043
H  -1.295837  -2.284301  -3.440026
O  -1.080531  -3.205027  -3.261005
H  -0.697421  4.140833  -1.396416
H  -1.456387  4.713087  -2.551300
O  -0.563303  4.670000  -2.189094

Forces on the atoms, in the same order (eV/Å):
0.1 0.0 -1.0
-0.2 1.3 1.6
0.1 -0.5 -1.1
-0.6 0.5 0.6
-0.2 -0.8 -0.3
0.6 -0.8 -1.3
0.0 -0.2 0.4
0.1 0.1 0.1
-0.3 0.2 0.5
0.5 0.1 -0.3
0.2 0.2 0.2
0.1 0.3 -0.3
0.0 0.2 -0.1
-0.2 -0.4 0.2
0.1 0.0 1.0
-0.1 -0.3 -0.3
0.1 0.1 -0.1
0.0 0.3 -0.1
0.5 0.3 0.2
-0.1 0.4 -0.3
-0.3 -0.4 0.1
0.3 0.3 0.2
-0.2 0.3 0.0
0.1 -0.8 -0.3
0.1 -0.5 0.7
0.2 -0.6 -0.2
-0.5 0.8 -0.1
0.0 0.0 0.0
0.1 0.0 -0.2
-0.1 -0.2 0.2
0.1 0.1 -0.2
0.1 0.1 -0.1
0.1 -0.1 0.3
0.0 0.0 0.1
-0.2 0.2 0.7
0.2 -0.2 -0.3
-0.1 0.3 -0.1
0.1 0.1 -0.6
-0.1 -0.4 0.6
0.0 0.0 0.0
-0.1 -0.3 -0.2
0.0 0.2 0.3
0.0 0.2 -0.1
-0.1 0.3 -0.2
0.2 -0.3 0.5
0.1 0.0 -0.6
0.1 0.0 -0.1
-0.1 0.1 0.1

Results of the Löwdin charge analysis, in e, for atoms 1 through 5:
1 N 0.12
2 C -0.39
3 C -0.14
4 C -0.18
5 C 0.00

---

Below is a cluster of 11 separate species, C5H31NO12 in total, with properties calculated with wB97M-V/def2-TZVPD.

Calculated values
structure (SMILES)	C[C@@H](CCO)NC=O.O.O.O.O.O.O.O.O.O.O
multiplicity	1
LUMO level	0.00906	Ha
E_tot	-31746.77101	eV

Cartesian coordinates (Å):
O  -3.394402  0.389810  -2.084523
C  -2.466604  0.831047  -1.407641
N  -1.712333  0.124190  -0.558643
C  -0.901949  1.016994  0.330136
C  0.119010  0.303293  1.162544
C  1.129368  -0.340983  0.302340
O  2.270895  0.566323  0.057433
C  -1.836797  1.744248  1.254895
H  -2.066766  1.857169  -1.536627
H  -1.966517  -0.809849  -0.382792
H  -0.205560  1.931752  -0.160739
H  -0.317180  -0.338120  1.897309
H  0.736435  1.087747  1.721218
H  1.705116  -1.226795  0.717087
H  0.813149  -0.633167  -0.695985
H  2.661311  0.398183  -0.879203
H  -1.403032  2.361133  1.976232
H  -2.308290  1.123167  1.886729
H  -2.652689  2.309793  0.557842
H  -4.172311  -1.786146  0.118327
H  -3.157488  -2.975908  0.400736
O  -3.477884  -2.373199  -0.219388
H  0.023105  4.516753  0.272001
H  0.960150  3.848731  -0.589539
O  0.957903  4.182338  0.319218
H  1.281750  0.623177  3.885046
H  2.583064  0.188957  2.964679
O  1.947647  -0.048264  3.725069
H  1.762537  -1.678294  3.090091
H  2.309341  -3.025734  2.732729
O  1.448363  -2.551340  2.748719
H  3.046520  -1.400079  -1.660181
H  1.858341  -0.759542  -2.646108
O  2.772679  -0.617063  -2.207286
H  2.434298  2.421786  -1.981969
H  2.397164  2.561501  -3.536242
O  2.061332  2.881303  -2.717982
H  -2.769945  -1.196383  -2.940399
H  -3.032744  -2.429578  -2.033052
O  -2.537462  -2.124452  -2.810707
H  -0.448133  -2.048977  -3.383572
H  0.596330  -1.833594  -4.447713
O  0.462825  -1.633856  -3.545968
H  2.132279  2.958322  1.911570
H  2.508848  1.440466  1.708444
O  2.151731  2.071698  2.367653
H  -1.795614  -4.368544  1.894023
H  -0.793302  -3.604395  1.372535
O  -1.714474  -3.935595  1.051656

Forces on the atoms, in the same order (eV/Å):
0.4 0.6 0.5
-0.3 -0.6 -1.5
1.4 3.4 -0.1
1.4 1.8 0.3
1.2 1.2 0.2
3.6 -1.7 -1.0
0.2 0.7 -1.0
-1.6 2.5 -4.1
-0.4 -0.1 0.0
-0.2 -1.4 0.6
-2.1 -2.8 0.1
-0.3 -0.8 0.4
-1.6 -1.0 -0.6
-1.6 0.6 0.0
-0.7 -0.1 0.1
-1.1 -0.2 1.8
1.3 1.8 0.5
-2.3 -2.9 1.7
1.8 -1.0 2.1
0.4 -0.6 0.1
0.8 -1.5 2.0
-1.3 2.2 -2.0
1.2 -0.1 0.8
0.9 -0.2 -0.1
-1.9 0.3 -0.8
0.4 0.4 -0.6
-1.9 0.1 2.3
1.9 -1.2 -1.1
-1.0 -0.2 0.1
-1.0 0.0 -0.1
1.6 -0.2 0.1
-0.9 0.9 -1.2
1.8 -0.5 1.0
-0.7 -0.7 -0.4
0.6 -0.8 0.4
0.6 -0.6 -0.7
-1.3 1.4 0.5
-0.3 0.0 0.3
0.1 0.3 -0.1
0.6 -0.5 -0.6
1.3 0.9 0.3
0.5 -0.2 -1.7
-2.0 -0.6 1.6
0.0 -1.4 0.4
-0.1 0.9 -0.4
0.7 1.8 -0.5
-1.3 -1.1 0.7
-1.7 0.1 -1.8
3.2 0.9 1.4

Results of the Löwdin charge analysis, in e, for atoms 1 through 5:
1 O -0.01
2 C -0.36
3 N 0.11
4 C -0.36
5 C -0.19

---

For the records above, the corresponding E_HOMO values read -0.3278; -0.3003; -0.3595 hartree.
For the records above, the corresponding max |F| values read 0.1277; 0.0405; 0.0987 Eh/bohr.
For the records above, the corresponding relative energy (zero: lowest compared OMol25 entry of this formula, charge and spin) values read 3.748; 2.352; 4.995 eV.